The following is a DFT calculation (wB97M-V/def2-TZVPD) of a 11-piece molecular cluster, C30H90N6O11P2S9 overall.

Structure (XYZ):
```
148
Properties=species:S:1:pos:R:3:forces:R:3:mulliken_charge:R:1
O 3.47569 -0.86010 7.91133 1.156 0.396 -1.720 -0.855
P 3.49892 -0.65070 6.42679 1.916 1.911 0.001 0.161
N 3.31813 1.01598 5.95507 -0.102 -0.871 1.708 0.313
C 3.03355 1.37431 4.59489 0.676 0.197 0.398 -0.984
C 3.76698 2.16879 6.76865 0.463 -0.957 0.894 -1.119
N 2.17589 -1.25646 5.72674 0.132 -2.490 -3.065 0.733
C 2.16285 -2.65616 5.30156 0.665 -1.764 0.659 -1.149
C 0.89788 -0.82744 6.14213 -1.428 1.310 1.653 -1.238
N 4.88439 -1.26221 5.50138 -0.853 -0.590 0.955 0.214
C 5.91265 -2.02076 6.27463 -1.318 0.633 0.600 -1.046
C 5.09606 -1.21178 4.01699 -1.321 0.575 1.465 -0.691
H 3.96406 1.73238 4.15440 0.035 0.159 -0.615 0.336
H 2.35161 2.22003 4.68329 -0.423 -0.112 -0.797 0.622
H 2.68087 0.50618 4.03806 -0.344 0.334 -0.045 0.007
H 3.32282 2.21546 7.76296 -0.265 -0.544 0.040 0.314
H 3.55507 3.16548 6.38160 -0.098 -0.352 -0.808 0.379
H 4.83737 2.09223 6.95970 0.228 0.254 -0.152 0.339
H 1.92596 -2.96100 4.28222 -1.226 1.024 -0.265 0.182
H 3.06999 -3.26044 5.30541 1.129 1.068 0.659 0.369
H 1.62450 -3.25041 6.03990 -0.825 0.076 -0.290 0.401
H 0.66197 -1.15283 7.15533 0.124 -0.324 0.315 0.315
H 0.90687 0.25846 6.23617 -0.178 0.129 -0.312 0.367
H 0.02237 -1.15793 5.58325 0.475 -0.134 -0.703 0.277
H 6.45944 -1.28664 6.86638 0.884 -0.350 -0.349 0.305
H 5.44832 -2.64609 7.03717 -0.345 -0.049 -0.019 0.346
H 6.46954 -2.72495 5.65647 0.299 0.583 -0.162 0.339
H 4.10985 -1.18135 3.55379 -0.036 -0.114 -0.212 0.130
H 5.61015 -2.10177 3.65403 0.113 0.114 0.195 0.394
H 5.59311 -0.28643 3.72584 0.370 -0.146 -0.088 0.244
O -2.65869 -0.21349 -0.12364 -1.685 -0.581 -0.078 -1.021
P -1.21801 -0.38257 -0.23601 3.621 -0.863 0.263 0.343
N -0.61234 0.50055 -1.52074 1.216 0.270 -0.470 0.934
C -1.18208 0.43361 -2.95536 0.034 1.897 2.655 -0.448
C 0.83642 0.87275 -1.47568 -0.622 1.246 -0.404 -0.576
N -0.59925 -1.97937 -0.53632 -0.769 0.729 -0.801 0.873
C -1.46624 -3.15246 -0.67258 -0.183 1.440 1.040 -0.636
C 0.79302 -2.35090 -0.42674 0.935 1.358 1.251 -1.026
N -0.34002 0.14955 1.18133 0.141 -2.890 -1.879 0.636
C -0.54091 -0.64979 2.40806 -0.435 -0.565 -0.679 -0.979
C -0.09819 1.48101 1.60291 -0.472 0.199 0.193 -1.146
H -0.75799 -0.27377 -3.66801 -0.020 -0.146 0.335 -0.116
H -1.00612 1.47047 -3.24184 0.580 -0.098 -0.818 0.061
H -2.26577 0.50243 -2.86069 -0.115 -1.082 -0.080 0.323
H 1.13981 1.30075 -0.52024 -0.067 -0.929 0.299 0.033
H 0.95283 1.78944 -2.05379 -0.120 0.006 -0.741 0.304
H 1.57920 0.18218 -1.87507 -0.256 -0.255 0.187 -0.375
H -0.90074 -3.97956 -1.10177 -0.492 0.260 -0.411 0.408
H -1.70308 -3.41049 0.35960 -0.713 -0.710 -0.077 -0.023
H -2.34263 -2.79692 -1.21447 -0.128 -0.868 -0.127 0.004
H 1.02335 -3.39552 -0.63608 -0.552 -0.029 0.203 0.585
H 1.52624 -1.79496 -1.01106 -0.396 0.323 -0.441 0.165
H 1.06129 -2.07383 0.59275 0.687 -0.621 0.327 0.080
H 0.21866 -0.54951 3.18337 0.184 0.993 -0.123 0.130
H -1.52591 -0.34364 2.76039 0.019 -0.393 0.677 0.364
H -0.47484 -1.73174 2.29346 -0.558 -0.107 -0.710 0.090
H -0.18323 2.19803 0.78635 0.124 0.133 0.242 0.269
H 0.87184 1.46427 2.09976 0.192 0.678 -0.125 0.221
H -0.85415 1.63064 2.37377 -0.066 1.115 0.185 0.308
C -3.28499 6.53661 -0.21439 0.880 -0.249 -1.074 -0.486
S -3.18923 4.98963 0.74850 -1.530 0.199 -1.373 0.757
O -4.55949 4.86576 1.32424 0.558 -0.363 0.336 -0.384
C -2.96615 3.66217 -0.56081 0.847 0.540 0.864 -0.512
H -2.55981 6.37143 -1.01121 0.667 0.280 0.153 -0.057
H -3.06936 7.45419 0.33300 0.030 -0.429 0.277 0.367
H -4.18716 6.63687 -0.81785 -0.564 -0.401 0.733 0.378
H -3.01764 2.68733 -0.07590 -0.263 0.023 0.160 0.243
H -1.92360 3.82128 -0.83626 0.035 -0.030 -0.254 0.037
H -3.63660 3.76377 -1.41420 -0.169 0.277 0.370 0.505
C 5.03534 3.68260 -3.68448 1.093 0.350 0.441 -1.129
S 3.48005 4.17060 -2.88615 0.710 0.050 0.081 0.691
O 3.48055 5.69112 -2.80901 -0.255 -1.572 -0.331 -0.672
C 2.41314 3.69411 -4.28398 0.023 0.872 -0.368 -0.611
H 5.04752 2.65916 -4.05935 -0.493 0.155 -0.273 0.289
H 5.89835 3.73145 -3.02046 -0.422 -0.122 0.863 0.389
H 5.36757 4.45819 -4.37455 -0.780 -0.127 -0.690 0.377
H 1.51314 4.25994 -4.04330 -0.109 0.126 -0.429 -0.016
H 2.13594 2.67109 -4.53832 0.438 -0.321 0.916 0.275
H 2.93017 4.07257 -5.16576 -0.334 0.417 -0.086 0.443
C -0.34727 -5.97102 0.80129 0.599 -1.249 0.928 -0.849
S -1.68993 -7.20428 0.97051 0.152 -0.692 -1.072 0.553
O -2.71042 -6.93598 -0.09027 0.167 0.370 0.461 -0.590
C -0.83123 -8.68755 0.30770 0.673 -0.504 -1.046 -1.138
H -0.57038 -5.13573 1.46508 -0.408 0.376 -0.772 0.130
H -0.00756 -5.82029 -0.22339 -0.541 0.369 0.059 0.298
H 0.50728 -6.39559 1.32816 0.158 -0.431 0.020 0.575
H -0.49687 -8.56083 -0.72199 0.330 1.150 -0.087 0.339
H -1.47249 -9.52831 0.04311 -0.877 0.177 1.118 0.358
H 0.03298 -9.09276 0.83406 -0.176 0.374 0.540 0.376
C -3.74377 -4.51576 3.87386 -0.578 1.005 0.379 -0.472
S -3.29045 -3.31740 5.25788 2.713 -0.592 -0.703 0.343
O -1.76432 -3.39718 5.52806 -2.554 -0.188 -0.512 -0.555
C -3.40974 -1.76729 4.30243 -0.614 0.870 1.039 -0.508
H -3.54236 -5.56938 4.06731 0.600 0.324 0.248 0.393
H -3.36774 -4.13297 2.92508 0.371 -0.286 0.101 -0.230
H -4.83083 -4.46028 3.81609 -0.185 0.196 0.042 0.409
H -3.41800 -1.77516 3.21248 0.301 -0.301 0.184 0.107
H -2.64568 -1.14784 4.77208 0.870 -0.457 -0.569 0.077
H -4.22091 -1.14189 4.67522 -0.931 -0.572 -0.284 0.497
C -1.30853 6.21702 -6.42148 -1.832 -0.198 0.778 -1.021
S -1.17405 6.15324 -4.54397 3.818 -2.277 -0.807 0.554
O -1.62777 7.28158 -3.74516 -1.610 1.575 0.290 -0.639
C -2.21811 4.74061 -4.09472 -1.951 0.783 -1.109 -0.550
H -2.36790 6.27036 -6.67247 -0.127 0.282 -0.149 0.345
H -0.99138 5.24655 -6.80318 0.412 -0.006 0.344 0.341
H -0.78099 7.03459 -6.91280 0.198 -0.033 0.619 0.358
H -3.05542 4.75220 -4.79249 -0.021 -0.492 -0.505 0.447
H -2.78287 5.08359 -3.22783 0.699 -0.156 0.550 -0.038
H -1.80601 3.73299 -4.04029 0.392 0.403 0.088 0.189
C -0.95040 -4.04576 -6.81846 -1.563 0.854 0.129 -1.152
S -0.90582 -2.82001 -5.49862 1.498 1.447 -0.393 0.815
O -0.31401 -1.58601 -6.17124 -0.468 -0.715 0.627 -0.689
C -2.60887 -2.52602 -4.98513 0.773 -0.921 -0.601 -0.656
H 0.07376 -4.34631 -7.03946 -0.321 -0.286 0.246 0.330
H -1.40400 -3.54220 -7.67214 0.276 0.109 -0.192 0.342
H -1.69819 -4.77691 -6.51130 0.615 -0.672 -0.017 0.362
H -2.75330 -3.49796 -4.51336 -0.807 0.197 0.342 0.336
H -3.33702 -2.33587 -5.77364 0.154 0.083 0.042 0.470
H -2.53677 -1.73592 -4.23770 -0.181 -0.172 -0.092 -0.074
C -6.20729 -1.62929 -1.57592 -1.393 0.413 -0.443 -0.943
S -5.78207 -3.42338 -1.90722 0.834 2.059 -0.251 0.298
O -4.75386 -3.40520 -3.02265 -0.742 -0.148 1.379 -0.514
C -4.95998 -3.58406 -0.30591 1.582 -0.220 0.308 -0.537
H -7.08032 -1.55205 -0.92788 -0.155 -0.635 0.252 0.419
H -6.58880 -1.17143 -2.48857 0.122 -0.458 -0.449 0.395
H -5.55348 -0.85861 -1.16767 1.115 -0.878 0.074 0.161
H -5.61297 -3.66848 0.56276 -0.362 -0.071 -0.382 0.504
H -4.24385 -2.78276 -0.12371 -0.450 0.629 -0.214 -0.087
H -4.25590 -4.41591 -0.32617 -0.523 -0.701 -0.196 0.299
C 0.65420 7.55380 1.48820 1.662 -0.505 0.482 -0.932
S 1.06130 5.75208 1.52626 -0.839 0.801 -0.926 0.494
O -0.19924 5.15262 2.09888 -0.123 -0.275 -0.389 -0.543
C 0.98947 5.41587 -0.31643 -0.805 0.330 1.056 -0.357
H 1.09217 8.00585 2.37810 -0.502 -0.321 0.528 0.383
H -0.43121 7.65277 1.47450 0.253 0.125 -0.424 0.196
H 1.30009 8.03212 0.75191 -0.733 -0.029 -0.757 0.394
H 0.57964 4.40661 -0.35579 0.663 -0.299 -0.073 -0.226
H 1.93775 5.59602 -0.82281 0.027 -0.240 0.061 0.529
H 0.20567 6.03613 -0.75122 0.082 0.398 0.048 0.182
C 2.25756 -2.50096 -3.94919 1.114 0.611 0.326 -0.805
S 2.48810 -0.74661 -4.50471 -0.027 0.790 0.452 0.861
O 3.45981 -0.04220 -3.50588 -1.243 -1.820 -1.926 -0.662
C 3.34318 -1.12975 -6.07891 1.356 -0.529 0.166 -1.141
H 3.29022 -2.75287 -3.70780 0.017 -0.225 0.381 0.494
H 1.90586 -3.26277 -4.64492 -0.268 0.649 -0.352 0.427
H 1.64465 -2.47609 -3.04819 0.050 0.000 -0.160 -0.203
H 2.77143 -1.35769 -6.97850 -0.800 0.451 0.487 0.336
H 3.97153 -2.01223 -5.95842 0.062 -0.148 0.399 0.357
H 4.06667 -0.34474 -6.29898 -0.344 0.354 0.140 0.367
```
Forces are in eV/Å.

Its net charge is +1. As for the LUMO energy (alpha / beta): -2.545 / -7.298 eV. As for the expectation value of S²: 0.76. The value obtained for the maximum force is 4.5 eV/A. The multiplicity is 2. The relative energy (zero: lowest compared OMol25 entry of this formula, charge and spin) comes out at 0.00 kcal per mole. Its gap between HOMO and LUMO (alpha / beta) is 6.95 / 2.19 eV.